Density functional theory data (ωB97M-V with the def2-TZVPD basis set) for a 7-piece molecular cluster, C16H41Cl6O14P3 overall in a non-equilibrium geometry.

Geometry as XYZ:
```
80
Properties=species:S:1:pos:R:3:forces:R:3
Cl 1.940039 -4.483158 3.678579 0.2847 -0.0277 0.1018
Cl 5.608127 6.312960 0.640930 -0.2596 0.1446 -0.0852
Cl -3.723848 3.038127 -1.003371 -0.1175 0.0312 0.2997
Cl 4.579276 -3.490032 2.769850 -0.0655 0.2115 -0.2250
Cl -5.582879 5.244051 -1.077566 -0.4333 0.1148 0.0073
Cl 5.885992 3.748670 1.910509 -0.0358 -0.2219 0.2916
P 3.139394 -5.586121 -0.949492 -1.1279 1.4648 0.3605
P 0.223647 4.930908 -0.035138 -0.3449 0.5265 0.4576
P 0.656370 0.315181 0.809556 0.2288 -1.1629 0.1671
O 1.839131 0.510232 -0.259074 -0.7337 0.4543 0.9125
O 4.432890 -4.953453 -0.261109 -0.6698 -0.5123 -0.5567
O -1.066175 4.296149 0.660943 0.5751 -0.0765 -0.5096
O 1.442212 4.959763 0.783292 -0.2445 -0.3057 -0.6307
O 2.292916 -5.999334 0.369341 0.5458 -0.3775 -1.2367
O -0.308466 6.408262 -0.441768 0.6355 -1.1108 -0.2624
O -0.540456 -0.244182 -0.112882 0.2637 0.5541 0.5048
O 1.104999 -1.044757 1.533998 -0.1858 1.6169 0.0257
O 2.390627 -4.264448 -1.476478 0.8537 -0.5545 0.6940
O -5.277484 -0.708602 -0.531072 0.3524 1.2026 -1.0054
O 3.282079 -6.606077 -1.987660 0.1691 -0.3076 0.3821
O 0.302949 1.472187 1.659746 0.4286 -0.9890 -0.6458
O -4.710537 -2.871358 -0.582353 0.1734 0.4629 0.0256
O 0.316979 4.140678 -1.415862 0.0047 0.0906 0.4738
C 3.603513 -4.886149 3.200979 0.0838 -0.4655 0.2303
C 0.323897 7.014987 -1.593035 -1.0403 0.7220 -0.0469
C -0.816827 4.126185 -2.313489 0.2210 0.4365 0.2868
C -4.507323 -0.416517 0.623419 -0.2693 0.4708 1.3086
C -5.285510 -1.918394 -1.060600 0.0763 -1.5578 0.3317
C 5.438702 -5.925604 0.021043 0.8995 -0.7239 0.5731
C 1.220475 -4.410591 -2.281819 0.1327 0.2750 -0.5299
C -1.403332 0.748215 -0.676880 -0.3064 -0.1695 0.2349
C 4.725924 5.011818 1.470716 0.5677 -0.0797 -0.2970
C 2.474576 1.770598 -0.395203 1.1814 0.8901 -0.7373
C -4.210086 4.544961 -0.228580 0.1282 0.7222 0.1194
C 1.312090 -7.048888 0.269138 -0.2618 0.0647 0.5871
C 1.688544 -2.126613 0.772049 -1.0131 -0.0037 0.5359
C -1.328099 4.558941 2.034619 -0.5692 0.6841 0.5614
C -5.428603 -0.563234 1.838652 1.5776 -0.0884 1.2935
C -6.128053 -2.071742 -2.295843 0.1194 -0.0293 -0.2975
H 0.972798 -2.316563 -0.030548 0.5844 -0.2597 -0.2895
H -0.964363 1.167356 -1.582087 -0.0732 -0.0909 -0.0872
H 1.405060 -7.561909 1.224475 -0.3298 -0.2464 -0.1375
H -0.515055 7.282171 -2.238109 0.1822 0.0539 -0.2056
H 1.299781 -3.639807 -3.048979 -0.1611 -0.0313 0.0399
H 6.268226 -5.836670 -0.677069 -0.1119 0.1118 -0.1073
H -6.210650 -3.139118 -2.479907 -0.1194 -0.0002 0.0497
H 3.521987 -5.590239 2.379617 0.0780 0.2835 -0.2160
H 0.316285 -6.616042 0.167842 0.0368 0.1099 0.1541
H 1.444202 -7.743114 -0.559196 0.4994 0.1454 -0.0278
H -3.442091 5.314496 -0.267432 0.3698 -0.4309 -0.2557
H 2.704341 -1.894810 0.461251 -0.1557 0.0050 -0.1881
H 0.998833 6.375624 -2.153853 0.1399 -0.1955 0.3037
H -3.564801 -0.959090 0.750868 -0.6242 -1.0341 -0.2446
H -5.612032 -1.649724 -3.160443 -0.0454 0.2101 0.0898
H -1.621863 1.548954 0.029197 0.2970 0.0204 0.0698
H 5.831954 -5.817053 1.033701 -0.1601 0.6107 -0.0352
H -4.050723 0.579241 0.592693 -1.0521 0.3536 -0.6693
H -4.447184 4.416798 0.823708 -0.2203 -0.4591 -0.1513
H 0.318030 -4.237460 -1.695416 0.0697 -0.1163 0.1055
H -1.736353 5.572394 2.103358 0.2130 0.0472 0.1716
H -2.347007 0.242361 -0.865012 0.0675 0.0100 -0.4374
H -1.696902 4.491937 -1.787661 -0.0287 -0.2231 -0.2021
H -7.117880 -1.627002 -2.220080 0.0853 0.1455 0.1074
H 4.026523 4.552312 0.785425 -0.2550 0.3022 0.0866
H 1.201349 -5.378089 -2.784153 -0.0625 -0.0403 0.1302
H 2.018043 2.363863 -1.189669 -0.0366 -0.2790 -0.1059
H -4.946542 0.024145 2.633121 -0.0234 -0.2519 0.1091
H -0.461479 4.454205 2.683102 0.1968 -0.0537 -0.2897
H 1.665832 -2.954713 1.481211 0.2324 -0.0405 -0.3387
H -6.456896 -0.213210 1.866885 -0.0039 0.0949 -0.9896
H 4.275377 5.431352 2.359625 -0.1274 -0.1398 -0.0171
H 0.808420 7.942244 -1.300462 0.2164 -0.1343 0.1770
H -5.395883 -1.601517 2.172048 -0.2623 -0.0015 -0.0211
H 5.092949 -6.962772 0.006485 -0.3297 0.1418 -0.3871
H -0.947831 3.106767 -2.660429 -0.1038 0.0244 0.0271
H -2.110306 3.899996 2.408367 0.1266 -0.3342 -0.3743
H 3.512031 1.548807 -0.659104 -0.1256 0.0626 -0.1352
H -0.607512 4.790612 -3.150262 0.0776 -0.0813 -0.0698
H 2.524193 2.452400 0.457637 -0.5084 -0.6398 0.4687
H 4.139482 -5.352779 4.021162 -0.3771 -0.0255 0.1928
```
Forces are in eV/Å.

## Properties
E_tot, Eh: -5473.06335
LUMO, eV: 0.37
Structure (SMILES): COP(=O)(OC)OC.COP(=O)(OC)OC.COP(=O)(OC)OC.CCOC(C)=O.ClCCl.ClCCl.ClCCl
Orbital gap, Eh: 0.3936